1.
ORCA calculation (ωB97M-V/def2-TZVPD) on a molecular structure, C24H31BrN8O3PbS2.

```
70
Properties=species:S:1:pos:R:3:forces:R:3
Pb -0.367594 1.198468 1.408912 -0.3 -0.2 -0.2
Br -1.887798 1.515022 -6.480052 0.0 0.0 0.0
S 1.138175 -1.189402 1.716891 0.1 0.0 0.1
S -1.661663 0.095357 3.737025 -0.1 0.1 0.1
O 1.952856 3.600597 -0.707320 0.0 0.0 -0.1
O 0.797591 0.515939 -1.180493 0.0 0.1 0.0
O -1.187269 2.258054 -1.319285 0.0 0.0 0.0
N 0.876683 2.042670 3.434993 0.0 -0.1 0.1
N -0.471602 -4.472126 0.382641 0.0 0.1 0.0
N 2.440625 -1.292002 -4.487271 0.0 0.0 0.0
N -1.605751 -1.139924 -0.028030 0.0 0.1 0.0
N -1.764393 3.053980 2.774563 0.0 0.1 0.0
N 1.929851 -1.799989 -2.372279 0.1 0.0 0.1
N -0.947073 -2.332698 0.265983 -0.1 0.0 -0.1
N 0.425943 -3.710927 1.074353 -0.1 -0.1 0.0
C -2.473801 -3.931776 -0.976771 0.0 0.0 0.0
C -2.180628 3.277075 -1.413360 0.0 0.0 0.0
C -0.846797 1.627062 -2.492849 -0.1 0.0 0.0
C 0.590238 -0.009862 -3.539793 0.0 -0.1 0.0
C -1.308343 -3.623661 -0.116780 0.1 0.0 0.0
C -0.019375 0.249328 -4.767472 0.0 0.0 0.0
C -1.039434 3.606416 3.930189 0.1 -0.1 0.0
C 3.270355 -2.316921 -4.049467 0.0 0.0 0.0
C 4.952058 -3.989265 -4.049189 0.0 0.0 0.0
C -3.025097 1.278396 4.020713 0.1 0.0 -0.1
C 1.582059 2.932207 0.110339 0.2 0.3 0.0
C 4.623897 -4.325862 -2.724662 0.0 0.0 0.0
C 0.189451 0.698996 -2.413354 0.1 -0.2 0.0
C 4.291082 -2.985982 -4.724610 0.0 0.0 0.0
C -3.083211 2.474288 3.067303 0.1 0.0 0.0
C -1.036854 1.176343 -4.838135 0.0 0.0 0.0
C -0.461454 0.570629 5.038241 0.0 0.0 -0.1
C -1.468696 1.861307 -3.707115 0.0 0.0 0.0
C 0.170731 -2.406644 1.030973 0.2 0.1 0.1
C 1.659016 -1.024422 -3.490632 0.0 0.1 0.0
C 2.956471 -2.663137 -2.733738 0.0 0.0 0.0
C 3.621680 -3.668433 -2.039827 0.0 0.0 0.0
C 0.896559 1.075625 4.556894 -0.1 0.0 0.0
C 0.468545 3.425955 3.778675 -0.1 0.0 0.0
H 0.823791 4.069863 2.971172 0.0 0.0 0.0
H -3.400401 -3.553542 -0.542480 0.0 0.0 0.0
H -3.943483 0.702451 3.919516 0.0 0.0 0.0
H 0.956663 3.750153 4.702232 0.1 0.0 0.0
H 3.373131 -3.922286 -1.016973 0.0 0.0 0.0
H -1.239980 4.672263 4.058391 0.0 0.0 0.1
H 4.544510 -2.718065 -5.741064 0.0 0.0 0.0
H -1.893795 3.791031 2.088721 0.0 0.0 0.0
H 1.677011 0.134806 -1.331026 0.0 0.0 0.1
H -2.299467 3.680589 -0.409476 0.0 0.0 0.0
H 1.404897 1.513508 5.422172 0.0 0.0 0.0
H 5.173112 -5.116458 -2.231665 0.0 0.0 0.0
H -2.554437 -5.010676 -1.078023 0.0 0.0 0.0
H 1.490216 0.225445 4.223844 0.0 0.0 0.0
H 1.175097 -4.153621 1.585133 0.0 0.0 0.0
H -3.507800 2.153242 2.113137 0.0 0.0 0.0
H -3.134869 2.871270 -1.752204 0.0 0.0 0.0
H -2.268134 2.580348 -3.802412 0.0 0.0 0.0
H -1.388965 3.113222 4.833650 0.0 0.0 0.0
H 5.744179 -4.533444 -4.544775 0.0 0.0 0.0
H -0.964203 1.289325 5.679657 0.0 0.0 0.0
H -1.446469 -0.883129 -1.000994 0.0 0.0 0.0
H -1.860906 4.076706 -2.082280 0.0 0.0 0.0
H 0.328347 -0.282604 -5.641523 0.0 0.0 0.0
H 1.839340 2.100193 3.112245 0.0 0.0 0.0
H -0.294285 -0.328546 5.628756 0.0 0.0 0.1
H 1.350994 -1.902558 -1.557337 0.0 0.0 0.0
H -2.600910 -1.268843 0.125247 0.0 0.0 0.0
H -2.351559 -3.494816 -1.969133 0.0 0.0 0.0
H -3.770337 3.209564 3.498207 0.0 0.0 0.0
H -2.958311 1.583957 5.063104 0.0 0.0 0.0
```
Positions in Å, forces in eV/Å.

Values from the calculation:
- HOMO: -0.4600 Ha
- E_tot: -140402.189 eV
- Gap between HOMO and LUMO: 7.02 eV
- Strongest force on any atom: 0.008 Eh/bohr
- Total charge: +2
- Relative energy (zero: lowest compared OMol25 entry of this formula, charge and spin): 94.1 kJ/mol

=====

2.
ORCA calculation (ωB97M-V/def2-TZVPD) on a molecular structure, C24H31CsN6O2S2.

```
66
Properties=species:S:1:pos:R:3:forces:R:3
Cs -1.105388 -0.730038 1.029507 0.0 0.0 0.1
S -2.952832 1.644417 -1.432518 0.0 0.0 0.0
S -1.880898 3.920679 -3.103243 -0.1 0.0 0.0
O -1.890263 -5.441851 2.676206 0.0 0.0 -0.1
O -4.327821 3.656657 -2.219523 0.0 0.0 0.0
N -1.847647 -3.485136 1.448849 0.0 0.0 0.1
N 0.042371 -2.550553 3.358865 -0.1 0.0 -0.2
N 1.155525 0.681624 -0.666959 0.0 0.0 0.0
N 2.520184 0.885789 2.533062 0.0 -0.1 0.0
N -2.609549 -2.491931 -1.158782 0.1 0.1 -0.1
N 1.181451 2.548694 -2.835139 0.0 0.0 0.0
C -1.441120 -4.311649 2.390080 0.0 0.0 0.1
C -4.540800 4.885753 -2.925569 0.0 0.0 0.0
C 0.884755 2.104768 -0.470355 -0.1 0.0 0.0
C 3.532642 1.366446 1.700984 0.0 0.0 0.0
C -2.956817 -4.042223 0.711679 0.0 -0.1 0.0
C 1.590197 2.980512 -1.494333 0.0 0.0 0.0
C -3.139195 3.064626 -2.217817 0.1 0.1 0.0
C 4.749397 3.210117 0.729312 0.0 0.0 0.0
C 5.195338 0.979073 -0.006738 0.0 0.0 0.0
C -3.084372 -1.780113 -2.182473 0.0 0.0 0.1
C 0.874537 0.275478 -2.043491 -0.1 0.0 0.0
C -4.429508 -1.644247 -2.476482 0.0 0.0 0.0
C -5.336653 -2.283222 -1.644832 0.0 0.0 0.0
C 3.796813 2.734461 1.615239 0.0 0.0 0.0
C 5.454024 2.339482 -0.091983 0.0 0.0 0.0
C 1.041502 -2.204541 4.170294 0.0 0.0 0.0
C 1.569550 1.156705 -3.071165 0.0 0.0 0.0
C 4.246477 0.492061 0.880133 0.0 0.0 0.0
C -4.855518 -3.032417 -0.586337 0.0 0.0 0.0
C 0.452506 -4.826066 3.938155 0.0 0.0 0.0
C 1.504430 -4.456678 4.751369 0.0 0.0 0.0
C -3.479409 -3.135410 -0.371592 -0.1 0.0 -0.1
C -0.263303 -3.847980 3.246811 0.0 0.1 0.0
C 1.807906 -3.106890 4.884203 0.0 0.0 0.0
H 0.137885 -5.852759 3.819597 0.0 0.0 0.0
H -3.908574 5.676731 -2.522838 0.0 0.0 0.0
H 1.274792 0.865356 -4.080921 0.0 0.0 0.0
H 6.198926 2.714296 -0.780594 0.0 0.0 0.0
H -0.208089 0.344868 -2.197872 0.0 0.0 0.0
H 2.319528 1.458621 3.337835 0.0 0.0 0.0
H 4.056439 -0.574146 0.943545 0.0 0.0 0.0
H 1.181953 2.380558 0.541262 0.0 0.0 0.0
H 1.310647 4.027131 -1.353363 0.0 0.0 0.0
H 2.074286 -5.204317 5.289065 0.0 0.0 0.0
H -5.532660 -3.547794 0.082377 0.0 0.0 0.0
H -3.793011 -4.309931 1.370152 0.0 0.0 0.0
H -4.351645 4.751541 -3.990223 0.0 0.0 0.0
H -0.874451 3.038335 -2.881029 0.0 0.0 0.0
H 2.614576 -0.087099 2.783894 0.0 0.0 0.0
H 1.162421 -0.768797 -2.175884 0.0 0.0 0.0
H 2.659443 1.022386 -2.981974 0.0 0.0 0.0
H 5.738946 0.281911 -0.631905 0.0 0.0 0.0
H 2.130527 0.500036 -0.447890 0.0 0.0 0.0
H -4.746549 -1.040778 -3.315728 0.0 0.0 0.0
H 1.603983 3.146452 -3.534836 0.0 0.0 0.0
H -0.197632 2.255467 -0.558785 0.0 0.0 0.0
H 3.247077 3.425080 2.245163 0.0 0.0 0.0
H 4.942551 4.274486 0.681138 0.0 0.0 0.0
H -6.402061 -2.195606 -1.817662 0.0 0.0 0.0
H 2.605060 -2.761680 5.529069 0.0 0.0 0.0
H 2.678503 2.896685 -1.351409 0.0 0.0 0.0
H -2.343568 -1.276935 -2.797241 0.0 0.0 0.0
H -2.681135 -4.992434 0.226532 0.0 0.0 0.0
H 1.228034 -1.137180 4.268785 0.0 0.0 0.0
H -5.584715 5.133118 -2.763678 0.0 0.0 0.0
```
Positions in Å, forces in eV/Å.

Values from the calculation:
- HOMO: -0.2551 Ha
- E_tot: -60645.417 eV
- Gap between HOMO and LUMO: 6.90 eV
- Strongest force on any atom: 0.004 Eh/bohr
- Relative energy (zero: lowest compared OMol25 entry of this formula, charge and spin): 131.4 kJ/mol

=====

Question: Among the records above, which one has the lowest relative energy (zero: lowest compared OMol25 entry of this formula, charge and spin)?
Answer: C24H31BrN8O3PbS2

=====

Question: E_tot of number 2 (C24H31CsN6O2S2)?
Answer: -60645.417 eV

=====

Question: What is the HOMO in the second record?
Answer: -0.2551 Ha